26
Properties=species:S:1:pos:R:3:forces:R:3 method="wB97M-V/def2-TZVPD" homo_energy_ev="-6.25 / -8.05" gap_ev="6.39 / 6.26" largest_force_ev_per_a=4.34 e_tot_ev=-39652.344 lumo_energy_ev="0.141 / -1.790" spin_multiplicity=3 charge=0 s_squared=2.008 relative_energy_ev=3.497
C -2.676 0.480 -1.851 -2.5 -0.1 0.4
C -2.107 -2.474 -1.899 -1.4 -2.8 1.0
H -2.812 0.468 -0.747 -1.1 1.0 -1.6
H -3.403 -0.217 -2.288 0.0 0.9 -0.4
H -2.325 1.290 -2.484 -0.5 0.5 0.5
H -2.181 -2.822 -0.852 -0.6 -0.9 -1.1
H -3.120 -2.119 -2.252 1.3 -0.5 -0.1
H -1.395 -3.040 -2.548 -1.4 0.1 0.4
Ti -1.190 -0.741 -1.607 3.8 1.9 0.6
C -0.077 -2.367 -0.435 0.9 -1.8 0.3
H -0.493 -3.035 0.343 -0.1 0.6 -0.3
H 0.834 -1.871 -0.090 -0.2 0.2 0.3
H 0.220 -3.032 -1.264 -0.1 0.3 0.2
I -0.604 -0.555 -4.161 0.2 -0.1 -1.7
N -1.088 0.734 0.197 -0.4 0.1 0.6
C -0.055 1.751 -0.045 -0.1 0.0 0.8
C 1.229 1.062 -0.408 0.5 -0.5 -0.8
N 0.974 0.112 -1.519 0.1 0.4 -0.1
H -1.980 1.204 0.406 0.7 -0.1 -0.1
H -0.904 0.180 1.025 0.5 0.0 0.2
H -0.367 2.442 -0.840 -0.1 -0.3 0.2
H 0.070 2.297 0.891 0.3 0.5 -0.2
H 1.983 1.792 -0.716 0.0 0.0 0.3
H 1.619 0.486 0.441 -0.1 0.2 -0.1
H 0.969 0.545 -2.456 0.2 0.0 0.6
H 1.684 -0.617 -1.562 -0.2 0.2 0.0